(1)
ORCA calculation (wB97M-V/def2-TZVPD) on a structure of composition C3H12FN6O3Tl at a distorted geometry.

Calculated values
Total charge   +2
ΔE to the lowest compared entry with this formula, charge and spin   1.330 eV
HOMO   -16.62 eV
Orbital gap   2.6734 eV
Spin multiplicity   1

Geometry as XYZ:
```
26
C3H12FN6O3Tl (wB97M-V/def2-TZVPD)
Tl -1.388 3.410 -1.440
F -0.018 0.905 -0.868
C -1.641 -2.044 -0.921
O -2.105 -3.180 -0.898
N -2.162 -1.134 -0.206
N -0.771 -1.517 -1.750
H -2.781 -1.543 0.480
H -1.556 -0.351 -0.009
H -0.282 -2.111 -2.405
H -0.410 -0.579 -1.645
C -1.122 1.784 2.368
O -1.634 2.335 1.410
N -1.495 1.891 3.590
N -0.224 0.878 2.326
H -1.039 1.291 4.263
H -2.286 2.458 3.858
H 0.088 0.608 3.248
H 0.074 0.740 1.371
C 3.015 -0.814 -1.708
O 4.062 -1.343 -1.905
N 2.263 -0.340 -2.620
N 2.437 -0.609 -0.501
H 1.719 0.420 -2.238
H 2.505 -0.429 -3.596
H 1.650 0.023 -0.448
H 3.101 -0.749 0.247
```

(2)
ORCA calculation (wB97M-V/def2-TZVPD) on a cluster of 2 separate species, C3H10OSi2 in total.

Calculated values
ΔE to the lowest compared entry with this formula, charge and spin   0.000 eV
<S²>   2.004
HOMO (alpha / beta)   -7.47 / -9.54 eV
Orbital gap (alpha / beta)   8.3919 / 8.7015 eV
Spin multiplicity   3

Geometry as XYZ:
```
16
C3H10OSi2 (wB97M-V/def2-TZVPD)
C 0.137 1.355 -0.479
C 1.092 0.463 -0.246
C 0.861 -0.998 -0.181
O 0.046 -0.782 -2.956
Si -1.929 0.194 2.885
Si 1.057 -1.618 -1.993
H 0.344 2.406 -0.586
H -0.901 1.064 -0.537
H 2.124 0.783 -0.190
H -0.141 -1.211 0.190
H 1.582 -1.484 0.471
H -0.220 0.109 -2.717
H -1.229 1.453 3.038
H -2.502 -0.376 4.086
H -2.748 0.081 1.693
H 2.426 -1.438 -2.477
```

(3)
ORCA calculation (wB97M-V/def2-TZVPD) on a cluster of 2 separate species, C4H14N2O in total.

Calculated values
Total charge   -1
ΔE to the lowest compared entry with this formula, charge and spin   0.448 eV
<S²>   0.750
HOMO (alpha / beta)   1.23 / -5.64 eV
Orbital gap (alpha / beta)   2.6970 / 9.5268 eV
Spin multiplicity   2

Geometry as XYZ:
```
21
C4H14N2O (wB97M-V/def2-TZVPD)
C 0.061 -0.733 1.829
C -0.086 -1.537 0.531
C -0.388 -0.705 -0.702
C 0.781 0.733 -2.286
N 0.629 0.333 -0.883
N -1.147 -0.605 2.634
H 0.408 0.277 1.573
H 0.862 -1.172 2.421
H 0.831 -2.107 0.363
H -0.825 -2.329 0.718
H -1.370 -0.229 -0.577
H -0.426 -1.347 -1.589
H 1.577 0.160 -2.796
H -0.115 0.514 -2.861
H 1.011 1.804 -2.378
H 1.511 -0.077 -0.593
H -1.880 -0.158 2.090
H -1.490 -1.498 2.958
H -0.452 3.466 -0.415
H 0.422 2.215 -0.262
O 0.088 2.993 0.226
```

(4)
ORCA calculation (wB97M-V/def2-TZVPD) on a structure of composition C21H14I2N6O3RhS2.

Calculated values
Total charge   -1
ΔE to the lowest compared entry with this formula, charge and spin   0.069 eV
<S²>   6.015
HOMO (alpha / beta)   -5.79 / -5.92 eV
Orbital gap (alpha / beta)   7.4878 / 5.9463 eV
Spin multiplicity   5

Geometry as XYZ:
```
49
C21H14I2N6O3RhS2 (wB97M-V/def2-TZVPD)
Rh 0.051 -0.443 -1.110
S 1.989 0.350 -2.402
C 1.225 -0.170 -3.865
S -0.352 -0.804 -3.540
C 1.780 -0.064 -5.112
C 1.070 -0.507 -6.264
N 0.497 -0.864 -7.197
C 3.078 0.491 -5.297
N 4.128 0.939 -5.449
I 2.890 -4.732 -0.107
C 1.481 -3.808 1.100
C 1.309 -4.244 2.429
C 0.401 -3.657 3.267
I 0.227 -4.369 5.218
C -0.400 -2.574 2.808
C -1.356 -1.864 3.571
C -2.042 -0.827 3.003
C -1.786 -0.482 1.663
N -0.911 -1.126 0.934
C -0.222 -2.156 1.479
C 0.728 -2.768 0.589
O 0.824 -2.308 -0.619
H 1.921 -5.062 2.784
H -1.528 -2.144 4.601
H -2.768 -0.254 3.562
H -2.298 0.347 1.200
C 2.075 3.054 0.889
C 2.555 1.948 1.829
C 2.117 0.701 1.085
O 0.849 1.054 0.514
C 0.780 2.491 0.310
H 2.808 3.224 0.098
H 1.907 3.999 1.405
H 2.045 2.008 2.792
H 3.630 1.970 2.003
H 1.957 -0.171 1.720
H 2.823 0.435 0.290
H -0.114 2.835 0.829
H 0.673 2.675 -0.758
N -3.227 0.676 -2.373
C -2.692 1.296 -1.295
O -1.452 1.177 -1.056
C -3.526 2.057 -0.435
C -4.894 2.226 -0.733
N -6.019 2.338 -0.975
C -2.964 2.675 0.699
N -2.511 3.164 1.644
H -2.579 0.394 -3.096
H -4.179 0.876 -2.632
```

(5)
ORCA calculation (wB97M-V/def2-TZVPD) on a cluster of 2 separate species, C3H10OP2 in total at a distorted geometry.

Calculated values
ΔE to the lowest compared entry with this formula, charge and spin   4.395 eV
HOMO (alpha / beta)   -7.48 / -7.66 eV
Orbital gap (alpha / beta)   6.8794 / 8.2888 eV
Spin multiplicity   1

Geometry as XYZ:
```
16
C3H10OP2 (wB97M-V/def2-TZVPD)
C -0.912 1.640 2.327
C 0.308 -1.423 -2.545
C -1.377 0.435 0.360
O -0.753 1.496 0.891
P 2.059 -0.190 -0.470
P 0.713 -1.866 -0.734
H -0.017 2.019 2.830
H -1.025 0.581 2.618
H -1.712 2.278 2.588
H -0.452 -2.105 -2.885
H 1.278 -1.625 -2.952
H 0.051 -0.400 -2.633
H -1.693 -0.418 0.916
H -2.001 0.635 -0.517
H 2.164 -0.574 0.905
H 3.368 -0.482 -0.699
```

(6)
ORCA calculation (wB97M-V/def2-TZVPD) on a structure of composition C36H41MnN2Si at a distorted geometry.

Calculated values
Total charge   +1
<S²>   8.770
HOMO (alpha / beta)   -9.57 / -10.07 eV
Orbital gap (alpha / beta)   6.3220 / 6.6251 eV
Spin multiplicity   6

Geometry as XYZ:
```
81
C36H41MnN2Si (wB97M-V/def2-TZVPD)
Mn 11.773 14.988 10.605
C 14.167 13.945 12.376
C 12.999 14.587 12.788
C 12.783 15.931 12.415
C 13.763 16.645 11.677
C 14.912 15.979 11.258
C 15.113 14.651 11.641
H 14.335 12.879 12.585
H 12.226 14.028 13.323
H 11.865 16.441 12.713
H 13.531 17.657 11.315
H 15.660 16.499 10.646
H 16.016 14.143 11.289
C 7.653 9.273 9.920
C 7.059 10.684 10.170
C 6.026 10.637 11.299
C 6.379 11.178 8.856
C 8.165 11.688 10.516
C 7.934 12.879 11.237
C 8.958 13.776 11.470
N 10.200 13.600 11.002
C 10.447 12.446 10.299
C 9.464 11.486 10.063
C 11.854 12.184 9.945
C 12.357 10.888 9.925
C 13.716 10.672 9.720
C 14.494 11.779 9.332
C 13.905 13.031 9.269
N 12.640 13.253 9.646
C 14.240 9.243 9.891
C 15.775 9.230 9.841
C 13.751 8.700 11.257
C 13.684 8.343 8.747
H 6.827 8.545 9.784
H 8.269 8.954 10.795
H 8.269 9.236 8.991
H 5.290 9.821 11.134
H 5.440 11.589 11.350
H 6.501 10.490 12.295
H 5.666 10.419 8.460
H 7.147 11.335 8.065
H 5.861 12.160 9.011
H 6.931 13.099 11.629
H 8.791 14.667 12.064
H 9.713 10.610 9.445
H 11.687 10.043 10.144
H 15.558 11.677 9.102
H 14.483 13.903 8.966
H 16.211 9.851 10.660
H 16.164 9.611 8.866
H 16.166 8.193 9.943
H 14.005 9.418 12.064
H 14.213 7.722 11.496
H 12.646 8.558 11.247
H 14.032 8.727 7.762
H 12.574 8.344 8.749
H 14.030 7.300 8.860
C 8.396 16.737 5.431
C 9.776 16.683 5.528
C 10.386 16.581 6.776
C 9.623 16.586 7.944
C 8.237 16.543 7.818
C 7.626 16.612 6.577
Si 10.366 16.704 9.704
C 10.985 18.484 9.993
C 10.617 19.102 11.180
C 11.003 20.410 11.459
C 11.750 21.112 10.517
C 12.152 20.481 9.341
C 11.779 19.178 9.082
H 7.914 16.855 4.463
H 10.407 16.748 4.631
H 11.481 16.536 6.838
H 7.610 16.464 8.720
H 6.535 16.596 6.520
H 9.153 16.607 10.599
H 10.054 18.542 11.919
H 10.717 20.872 12.405
H 12.038 22.151 10.699
H 12.732 21.057 8.608
H 12.109 18.677 8.161
```

(7)
ORCA calculation (wB97M-V/def2-TZVPD) on a cluster of 5 separate species, C39H29NO17S in total at a distorted geometry.

Calculated values
SMILES   Cc1ccc2c(c1)Nc1cc(CC=O)ccc1S2.O=C1C=C(O)C(=O)C=C1O.O=C1C=C(O)C(=O)C=C1O.O=C1C=C(O)C(=O)C=C1O.O=C1C=C(O)C(=O)C=C1O
HOMO   -7.69 eV
Orbital gap   6.1920 eV
Spin multiplicity   1

Geometry as XYZ:
```
87
C39H29NO17S (wB97M-V/def2-TZVPD)
C -4.561 8.039 -4.840
C -3.316 7.260 -5.078
C -3.257 6.310 -6.106
C -2.105 5.558 -6.315
C -0.974 5.770 -5.519
C -1.018 6.718 -4.495
C -2.185 7.445 -4.272
N 0.126 6.907 -3.708
C 0.750 5.754 -3.219
C 1.123 5.632 -1.879
C 1.746 4.470 -1.416
C 2.073 4.300 0.042
C 0.803 3.986 0.722
O 0.442 2.885 0.950
C 1.977 3.417 -2.312
C 1.588 3.530 -3.648
C 0.988 4.702 -4.107
S 0.524 4.885 -5.797
H -4.797 8.652 -5.696
H -5.390 7.362 -4.702
H -4.489 8.648 -3.956
H -4.116 6.154 -6.727
H -2.058 4.829 -7.096
H -2.222 8.161 -3.474
H -0.009 7.607 -2.997
H 0.933 6.441 -1.198
H 2.508 5.199 0.447
H 2.738 3.464 0.169
H 0.146 4.833 0.931
H 2.424 2.514 -1.958
H 1.732 2.712 -4.323
C 1.255 -3.240 1.875
C 1.605 -2.695 0.701
C 1.220 -1.288 0.318
O 1.622 -0.894 -0.762
C 0.423 -0.511 1.243
C 0.072 -1.051 2.421
C 0.483 -2.451 2.801
O 0.118 -2.825 3.902
O -0.647 -0.426 3.337
O 2.317 -3.337 -0.211
H 1.533 -4.244 2.156
H 0.145 0.495 0.958
H -0.764 -1.015 4.111
H 2.435 -2.725 -0.964
C -3.350 -2.030 7.637
C -3.819 -2.868 8.571
C -3.334 -4.290 8.687
O -3.824 -4.956 9.583
C -2.345 -4.759 7.748
C -1.860 -3.930 6.806
C -2.344 -2.493 6.701
O -1.876 -1.787 5.826
O -0.959 -4.309 5.927
O -4.735 -2.544 9.468
H -3.695 -1.010 7.546
H -2.013 -5.784 7.835
H -0.676 -3.562 5.345
H -4.873 -3.344 10.014
C -2.135 -1.384 -5.075
C -1.694 -0.119 -5.067
C -1.292 0.580 -3.794
O -0.885 1.721 -3.906
C -1.404 -0.133 -2.537
C -1.842 -1.398 -2.547
C -2.228 -2.106 -3.821
O -2.599 -3.261 -3.713
O -1.972 -2.151 -1.461
O -1.562 0.633 -6.148
H -2.424 -1.897 -5.981
H -1.114 0.380 -1.633
H -2.305 -3.016 -1.768
H -1.215 1.496 -5.846
C 5.448 -7.767 2.123
C 5.806 -7.223 0.951
C 5.417 -5.817 0.564
O 5.808 -5.417 -0.517
C 4.614 -5.044 1.490
C 4.255 -5.590 2.659
C 4.657 -6.986 3.055
O 4.288 -7.375 4.147
O 3.519 -4.955 3.562
O 6.525 -7.848 0.033
H 5.725 -8.772 2.407
H 4.325 -4.044 1.205
H 3.406 -5.561 4.319
H 6.638 -7.218 -0.705
```

(8)
ORCA calculation (wB97M-V/def2-TZVPD) on a cluster of 5 separate species, C3H15NO4 in total at a distorted geometry.

Calculated values
ΔE to the lowest compared entry with this formula, charge and spin   0.613 eV
SMILES   C=C(C)N.O.O.O.O
HOMO   -8.29 eV
Orbital gap   8.8453 eV
Spin multiplicity   1

Geometry as XYZ:
```
23
C3H15NO4 (wB97M-V/def2-TZVPD)
C 1.324 -2.989 0.408
C 0.801 -1.646 0.802
C -0.008 -1.521 1.869
N 1.300 -0.571 0.108
H 0.553 -3.746 0.416
H 2.159 -3.273 1.049
H 1.837 -3.053 -0.554
H -0.317 -0.554 2.247
H -0.371 -2.419 2.343
H 2.051 -0.657 -0.557
H 1.105 0.338 0.506
H -2.263 4.157 1.126
H -1.135 3.523 0.241
O -1.597 4.348 0.460
H 2.061 1.639 -2.608
H 0.720 1.530 -1.774
O 1.339 1.044 -2.357
H -1.344 1.137 -0.846
H -1.557 2.540 -1.505
O -0.930 2.015 -0.991
H -2.533 -0.474 0.332
H -1.160 -0.857 -0.226
O -2.032 -0.513 -0.489
```

no.,DFT total energy (a.u.)
1,-947.3303
2,-774.3936
3,-345.4853
4,-2865.2789
5,-878.0749
6,-2946.2354
7,-3235.5964
8,-479.0063